No. 1
36
Properties=species:S:1:pos:R:3:forces:R:3 method="wB97M-V/def2-TZVPD" total_charge=-1 e_above_lowest_kj_mol=199.6 total_energy_ha=-769.01161 e_homo_ev=-5.975
C 0.55049 2.29561 0.99337 -2.0 1.7 -0.6
O 0.95123 2.86812 2.17678 -0.3 1.0 1.3
C -0.97538 2.18611 0.94804 1.9 3.2 -1.1
C -1.37682 2.10181 -0.51929 -2.2 1.2 -0.2
C -1.03485 0.80876 -1.22706 2.8 -0.4 -2.0
C -2.96182 -0.75767 -0.57752 0.7 -0.1 0.9
C -1.70728 -0.30562 -0.47508 0.7 -0.7 0.9
H 0.81174 1.35022 0.73336 2.0 -3.1 0.1
H 0.91027 2.92664 0.19689 -0.1 0.4 -0.6
H -1.29839 1.42628 1.55816 -0.8 -2.4 1.0
H -1.31026 3.06964 1.51336 -0.4 0.2 -0.8
H -2.43277 1.96574 -0.52030 -1.4 0.3 0.3
H -1.36776 3.09152 -1.07796 1.1 -1.2 0.5
H -1.19889 0.79818 -2.34523 -0.7 0.3 1.2
H 0.11438 0.65956 -1.27320 -1.6 -0.2 0.5
H -3.60286 -0.33893 -1.32161 -0.5 0.1 -0.5
H -3.41765 -1.49225 0.13163 0.7 0.7 -0.7
H -1.01482 -0.65361 0.31938 -0.9 -0.2 -0.3
H -0.97475 -1.45775 3.05408 0.4 0.0 -0.4
H 0.94866 -2.37488 2.30111 0.7 -6.0 4.7
O 0.85972 -1.71545 1.75907 -0.7 6.5 -3.8
H 2.19600 -1.39049 1.45017 1.0 0.4 -0.1
H 3.04264 -0.11183 0.99342 0.3 -0.3 -0.2
O 3.22363 -1.06417 1.03006 -1.7 0.0 0.8
H 0.32825 -0.79904 -4.05668 0.2 -0.2 0.1
H 0.47826 -1.77539 -2.97731 1.5 -0.3 2.9
O 0.01562 -1.65312 -3.74768 -3.1 0.4 -3.4
H 2.05676 -1.79230 -2.04206 0.0 2.1 0.9
H 2.23054 -2.39067 -3.19658 0.8 3.3 -0.8
O 2.31552 -1.36793 -2.91153 0.6 -5.0 0.1
H 2.14776 -1.82485 -0.13694 -0.6 -0.3 -0.7
H 0.68724 -1.86784 0.22886 1.1 -0.9 -1.0
O 1.29546 -2.09759 -0.58465 -0.1 0.4 0.5
H -0.75025 -0.01683 3.40578 0.5 0.3 -0.2
H 1.62704 2.42820 2.65579 0.9 -0.9 0.3
O -1.36666 -0.72817 3.54137 -0.8 -0.2 0.5


No. 2
65
Properties=species:S:1:pos:R:3:forces:R:3 method="wB97M-V/def2-TZVPD" total_charge=+2 e_above_lowest_kj_mol=80.8 total_energy_ha=-2240.52339 e_homo_ev=-15.489
Tl 1.17845 -1.17496 0.35154 1.0 0.9 0.0
F 4.03397 -0.95058 1.23073 -1.3 0.0 -0.6
O 1.60026 1.50311 1.58488 -0.2 0.7 1.8
C 1.44202 2.03204 2.70484 -0.7 -1.2 -0.9
O 2.40685 2.06381 3.59914 0.5 0.1 -0.1
C 1.95297 2.68405 4.81854 0.3 0.8 1.3
C 0.73064 3.46747 4.46724 -0.8 -0.1 -0.8
C 0.15473 2.57845 3.36616 0.1 -0.2 -0.2
H 2.71122 3.27121 5.33661 0.5 0.1 -0.9
H 1.69848 1.97624 5.60743 0.0 -0.8 -0.6
H 0.88627 4.44049 4.00130 0.3 0.2 0.6
H 0.07610 3.48267 5.33871 -0.1 0.5 -0.2
H -0.57676 3.02736 2.69421 0.3 0.0 -0.1
H -0.32581 1.74470 3.87806 -0.1 -0.5 -0.3
O 1.30627 -1.30699 3.31469 0.7 0.2 -2.2
C 0.83383 -1.15129 4.39560 0.0 -0.7 1.4
O 1.63795 -0.80831 5.43053 0.0 -0.1 -2.5
C 0.92347 -0.66570 6.59517 -2.0 -0.7 2.2
C -0.54367 -1.17162 6.30490 -0.4 1.7 0.6
C -0.59770 -1.45725 4.81496 1.0 -0.6 0.7
H 0.94924 0.36557 6.94720 0.0 0.0 -0.1
H 1.36800 -1.28430 7.37480 0.2 0.1 -0.1
H -1.24822 -0.35572 6.46619 0.1 0.1 0.5
H -0.85751 -1.97095 6.97622 0.2 -0.1 -0.4
H -1.31293 -0.89521 4.21440 0.0 0.0 0.2
H -0.77737 -2.52738 4.71188 0.1 0.0 -0.7
O 0.82577 -1.33640 -2.61649 1.4 -0.2 1.9
C 0.30626 -1.37764 -3.68850 -1.2 1.0 -0.6
O 0.49857 -2.35189 -4.54381 0.1 -1.3 0.5
C -0.40821 -2.16413 -5.61912 1.2 -1.4 -3.1
C -1.41212 -1.25058 -5.21372 -3.1 2.6 1.0
C -0.71043 -0.38194 -4.23373 0.6 0.0 1.2
H -0.94044 -3.02768 -6.01799 1.0 -0.8 0.4
H 0.20722 -1.72716 -6.40552 -0.1 -0.2 -0.4
H -2.23893 -1.66791 -4.63899 -0.1 -0.7 -0.3
H -1.86336 -0.69817 -6.03793 0.1 -0.1 -0.1
H -1.32236 -0.13693 -3.36562 0.1 0.7 -0.3
H -0.19072 0.45883 -4.69318 0.0 0.2 0.3
O 3.16936 -0.09245 -1.58378 0.8 -0.4 -0.6
C 3.68693 -0.03893 -2.70154 -0.6 0.8 -0.2
O 3.12416 0.64206 -3.70333 -0.5 -0.1 0.9
C 3.83951 0.50253 -4.96503 0.7 -0.8 0.1
C 5.22071 0.09955 -4.49775 0.0 -1.4 -0.6
C 5.02763 -0.62704 -3.15615 0.4 1.4 0.5
H 3.94709 1.43807 -5.51395 -0.8 0.1 0.4
H 3.30558 -0.24537 -5.55126 0.0 0.1 0.0
H 5.81969 1.01014 -4.51003 0.4 -0.5 0.6
H 5.67092 -0.72657 -5.04814 0.2 0.7 -0.9
H 5.87814 -0.32032 -2.54733 -0.4 -0.2 0.7
H 5.01052 -1.71643 -3.18818 -0.3 0.1 -0.1
O -3.54883 -1.84885 -2.06321 1.1 0.9 1.0
S -3.02002 -1.03432 -0.98329 -1.9 0.1 0.4
O -1.57483 -0.90304 -0.78751 -1.2 0.1 0.0
O -3.67169 0.47604 -1.09402 1.7 -1.6 0.0
C -4.91153 0.62186 -1.84187 -1.0 -0.4 0.4
C -5.68494 1.75682 -1.20075 0.5 -0.4 0.3
C -3.85019 -1.59785 0.58283 1.0 0.4 -1.1
H -5.51386 -0.27380 -1.69000 0.2 -0.2 -0.3
H -4.73039 0.74398 -2.90975 0.3 0.1 0.2
H -6.59994 1.92485 -1.76876 0.3 0.5 -0.1
H -5.01477 2.60550 -1.06394 -0.5 0.3 -0.4
H -5.99637 1.44275 -0.20453 0.0 0.0 0.1
H -3.40912 -1.04186 1.41013 -0.2 0.0 -0.1
H -3.66628 -2.66664 0.69218 0.0 0.1 -0.1
H -4.90950 -1.38597 0.43764 0.1 0.0 0.1


No. 3
34
Properties=species:S:1:pos:R:3:forces:R:3 method="wB97M-V/def2-TZVPD" total_charge=0 e_above_lowest_kj_mol=752.5 total_energy_ha=-996.45688 e_homo_ev="-8.028 / -9.045"
C -1.10893 2.21648 0.38814 0.6 -1.6 -0.6
C -0.34183 2.01541 -0.71326 -0.5 0.3 0.0
C -1.56565 1.28195 1.44976 1.4 -1.8 -0.6
C 0.42231 0.79122 -1.13889 -0.5 0.9 0.6
C -0.82045 0.32347 1.93255 0.9 0.6 -0.9
C 1.15855 0.16864 -0.25254 0.0 -0.2 1.0
C -0.19342 1.32225 -3.57418 -0.5 -0.7 0.4
C -0.05592 -1.06536 -2.81967 -0.3 0.8 0.5
C -0.03643 -1.96437 2.36492 -0.4 0.0 0.8
C -1.87822 -1.01456 3.80610 1.6 -0.5 -3.5
C 0.48280 0.37673 -2.57285 -0.9 0.4 -1.4
C -0.57057 -0.68531 2.91434 -1.8 -0.1 3.6
N 2.82927 -1.68265 -1.58601 -2.0 3.3 -0.9
O 2.92103 -1.50059 0.87168 0.0 1.1 1.2
S 2.11444 -1.25960 -0.29775 -0.5 -4.5 0.1
H -1.49825 3.13843 0.66438 -0.6 2.1 -0.6
H -0.22261 2.83033 -1.47492 -0.2 -0.6 1.1
H -2.58374 1.18934 1.79125 -0.6 0.9 0.0
H -1.26027 1.37335 -3.51133 -0.8 -0.4 0.0
H 0.10835 1.06551 -4.56119 -0.1 -0.9 -0.9
H 0.10708 2.31927 -3.58187 0.9 1.9 0.8
H -1.14973 -1.24875 -2.55319 1.3 0.6 -0.6
H 0.55118 -1.77009 -2.26393 -0.1 -0.2 -0.2
H 0.17003 -1.14927 -3.87709 -0.5 -0.8 -0.2
H 0.39506 -2.62071 3.10695 -0.1 -0.1 0.3
H 0.72845 -1.50405 1.85145 2.1 -0.4 -1.8
H -0.74624 -2.49906 1.75058 -0.1 0.0 -0.3
H -1.60257 -1.68767 4.54138 0.8 -1.5 1.4
H -2.47397 -1.56264 3.07188 -0.9 0.5 0.5
H -2.22890 -0.18273 4.30389 -1.4 1.9 0.5
H 1.50279 0.46087 -2.93483 0.5 -0.7 0.5
H 0.09590 -0.25879 3.69771 0.2 -0.2 -0.8
H 3.35220 -2.46835 -1.34015 1.3 -1.6 0.5
H 1.01906 -2.24443 -0.05208 1.1 1.7 -0.5